[1]
Molecular formula: C15H22B3Ca2F21N4O9S3
Method: DFT, wB97M-V/def2-TZVPD

## Properties
E_HOMO in Ha: -0.3512
Total charge: 0
LUMO level in eV: -0.43
E in eV: -168805.1602
Frontier orbital gap in eV: 9.1279
ΔE to the lowest compared entry with this formula, charge and spin in kJ/mol: 153.3

CARTESIAN COORDINATES (ANGSTROEM)
Ca 1.47453 -0.62937 2.75132
Ca -2.54745 2.22660 0.75863
C 1.62828 2.71936 -2.09816
C 2.25783 3.51441 -0.99524
N 3.71164 3.24049 -1.01636
C 4.33853 2.40730 -0.14130
C 5.68321 2.43856 -0.49364
N 5.84281 3.39016 -1.50591
C 4.63208 3.87535 -1.78202
C 7.11695 3.59406 -2.23803
H 0.54572 2.83104 -2.03728
H 1.82421 1.64713 -2.10556
H 1.79364 3.18402 -3.07019
H 1.75394 3.18433 -0.08681
H 2.20411 4.60122 -1.05892
H 3.91484 1.74899 0.60268
H 6.56554 1.95445 -0.10180
H 4.45904 4.61343 -2.55124
H 6.86312 4.25039 -3.07044
H 7.45998 2.61547 -2.57382
H 7.87933 4.02325 -1.58789
C -5.95903 -5.77892 2.85196
C -5.94302 -4.86180 1.62770
N -4.66051 -4.23870 1.41747
C -4.23929 -3.09445 1.98609
C -2.96023 -2.81748 1.49698
N -2.52987 -3.84009 0.66689
C -3.64228 -4.69968 0.58159
C -1.34404 -3.89780 -0.20916
H -5.53381 -6.73934 2.56061
H -6.97122 -6.01124 3.18304
H -5.51216 -5.39150 3.76755
H -6.81738 -4.21119 1.61029
H -6.12331 -5.49641 0.76002
H -4.92697 -2.49380 2.56291
H -2.23777 -2.01851 1.57508
H -3.65279 -5.55972 -0.07157
H -0.74290 -3.00021 -0.06402
H -1.49125 -3.92669 -1.28879
H -0.69348 -4.74410 0.01137
B 3.92119 0.28070 2.87115
F 2.93856 1.23639 3.10907
F 3.64035 -0.27245 1.60220
F 5.12446 0.90362 2.79292
F 3.83607 -0.68663 3.78894
B -0.83022 1.90505 3.09759
F -0.64037 2.89509 2.18166
F -1.81842 1.13621 2.56435
F 0.33378 1.14302 3.26261
F -1.20209 2.56682 4.28809
B 0.28802 0.11317 0.21912
F -0.21067 -0.85162 1.05232
F 1.50006 0.51524 0.68520
F 0.54558 -0.41523 -1.03090
F -0.55247 1.18905 0.29659
C 3.03585 -3.53419 -0.65129
F 2.03794 -3.42895 -1.50748
F 3.76632 -4.61564 -1.04377
F 3.81687 -2.43499 -0.63163
S 2.31474 -3.87789 1.11586
O 1.82949 -2.55055 1.55274
O 1.33665 -4.94786 0.86303
O 3.50777 -4.30316 1.88752
C -1.75452 5.09122 -3.03848
F -0.49187 4.87214 -3.40845
F -2.10036 6.29031 -3.52594
F -2.57971 4.17327 -3.46871
S -1.84127 5.11154 -1.01518
O -0.75184 6.09735 -0.67902
O -3.22883 5.56887 -0.70444
O -1.61852 3.70349 -0.58743
C -3.11642 0.06508 -2.91596
F -3.32252 1.34574 -2.95495
F -3.71976 -0.50681 -3.96326
F -1.80571 -0.05247 -2.95314
S -3.79778 -0.50701 -1.20996
O -3.54639 -1.92169 -1.20003
O -3.03722 0.24977 -0.21860
O -5.22727 -0.15503 -1.14632

[2]
Molecular formula: C15H22BrN3O
Method: DFT, wB97M-V/def2-TZVPD

## Properties
E_HOMO (spin up / spin down) in Ha: -0.6835 / -0.6821
Spin multiplicity: 2
Total charge: +3
<S²>: 0.75
LUMO level (spin up / spin down) in eV: -9.53 / -11.37
E in eV: -92444.3594
Frontier orbital gap (spin up / spin down) in eV: 9.0699 / 7.1887

CARTESIAN COORDINATES (ANGSTROEM)
Br 2.03681 3.64414 -2.60834
C 1.35576 1.62810 -8.06909
C 1.05699 2.38104 -6.69451
O 1.07049 3.58831 -6.62823
N 0.74269 1.56252 -5.51914
H 1.09128 0.63338 -5.70699
H 1.20893 1.99645 -4.73530
C -0.78566 1.56122 -5.47624
H 1.88220 0.67385 -8.05029
H 1.83627 2.32821 -8.75251
H 0.36530 1.47266 -8.49679
H -1.23053 1.35000 -6.44865
H -1.16818 2.50108 -5.07820
H -0.90971 0.80580 -4.70031
C -2.80742 -4.82202 4.86665
N -1.95684 -3.70040 4.53909
C -2.49262 -2.46581 4.61783
C -1.91451 -1.35386 4.04886
C -0.67250 -1.45231 3.36283
C -0.06355 -2.76695 3.37424
C -0.76600 -3.84928 3.90076
C 0.04810 -0.33130 2.85645
C 1.29455 0.02067 3.39661
C 1.93378 1.15857 2.88414
N 1.32403 1.83208 1.88516
C 0.25124 1.39419 1.20974
C -0.44784 0.34450 1.76862
C 2.11602 2.95174 1.24872
H -2.23992 -5.61944 5.34639
H -3.17142 -5.16067 3.89665
H -3.73164 -4.54518 5.37389
H -3.49959 -2.44832 5.00783
H -2.40856 -0.39363 4.03292
H 0.93000 -2.85452 2.95999
H -0.24839 -4.79514 3.83863
H 1.70220 -0.51599 4.24054
H 2.84690 1.58593 3.27138
H -0.11645 1.94872 0.35903
H -1.41226 0.11295 1.34119
H 2.24052 2.68557 0.19907
H 3.10303 3.01511 1.70687
H 1.60650 3.89800 1.43051

[3]
Molecular formula: C15H22BrN3O5S2
Method: DFT, wB97M-V/def2-TZVPD

## Properties
E_HOMO in Ha: -0.3312
Total charge: 0
LUMO level in eV: 0.06
E in eV: -122332.7062
Frontier orbital gap in eV: 9.0734
ΔE to the lowest compared entry with this formula, charge and spin in kJ/mol: 0.0

CARTESIAN COORDINATES (ANGSTROEM)
C 1.79294 2.97028 2.44169
C 0.81392 3.87494 1.71664
O 1.11645 3.82948 0.32190
C 0.22181 4.34136 -0.51323
O -0.79158 4.89576 -0.17618
C 0.64485 4.12939 -1.96027
N 1.45250 2.94711 -2.08873
C 2.70412 2.96396 -2.57282
O 3.21045 3.91398 -3.13520
C 3.46273 1.65689 -2.33537
N 2.58740 0.50800 -2.21546
C 2.00076 0.08962 -3.48141
C 0.48445 -0.09005 -3.35391
C 0.08728 -1.23663 -2.42046
N 0.80832 -1.28712 -1.16706
S 0.38165 -0.16450 -0.02907
O -0.11204 1.05923 -0.59340
O 1.40223 -0.10405 0.97011
C -1.03256 -0.97214 0.68207
C -2.33284 -0.56948 0.65253
C -3.19945 -1.46450 1.31298
C -2.52032 -2.52844 1.82707
Br -3.25538 -3.96150 2.77196
S -0.81481 -2.45529 1.52023
C 2.19065 -1.70882 -1.19640
C 3.18854 -0.56725 -1.45549
H 2.80849 3.32757 2.29330
H 1.56978 2.96705 3.50482
H 1.71937 1.95633 2.05532
H -0.22054 3.54417 1.86006
H 0.89373 4.91328 2.06010
H 1.24194 4.98435 -2.29869
H -0.26045 4.06983 -2.57422
H 1.14922 2.13856 -1.55621
H 3.99243 1.79370 -1.38773
H 4.22199 1.54246 -3.12557
H 2.18407 0.86698 -4.22746
H 2.46236 -0.83942 -3.84688
H 0.06070 0.83751 -2.97336
H 0.06041 -0.28625 -4.34043
H -0.97203 -1.14677 -2.16421
H 0.23888 -2.20124 -2.91545
H -2.64215 0.34260 0.17638
H -4.26162 -1.33081 1.40509
H 2.27254 -2.48517 -1.96025
H 2.41238 -2.15628 -0.22493
H 3.49291 -0.14972 -0.49334
H 4.08188 -0.98768 -1.95360

[4]
Molecular formula: C15H22Cl2CsF6IMgNNaO12P3S
Method: DFT, wB97M-V/def2-TZVPD

## Properties
E_HOMO in Ha: -0.1563
Total charge: -1
LUMO level in eV: -1.49
E in eV: -140523.2782
Frontier orbital gap in eV: 2.7640

CARTESIAN COORDINATES (ANGSTROEM)
C -0.31420 1.96005 0.95439
C -1.56353 1.15964 1.61587
C -1.61140 -0.40019 1.31742
C -1.61042 -1.35141 2.36246
C -1.52202 -1.05764 3.94049
C 0.02523 -1.18734 4.33565
C 0.85322 0.17137 4.31010
I 2.72905 -0.18620 3.22653
C -1.68702 -2.86158 2.01711
O -1.54063 -3.68289 2.91700
C -1.97188 -3.35135 0.58836
P -2.29537 -5.15297 0.35398
S -4.10282 -5.60184 -0.26192
C -1.98485 -2.44188 -0.45027
C -2.31252 -3.02685 -1.85820
O -2.10955 -2.14054 -2.93854
C -0.79485 -2.16229 -3.37661
C -0.09585 -0.82948 -3.79625
O -0.13502 -3.19753 -3.49567
C -1.67000 -0.96969 -0.13034
O -1.39681 -0.17147 -1.01124
H 0.47134 2.31810 1.73092
H 0.22419 1.40567 0.15284
H -0.74073 2.93365 0.49048
H -2.54322 1.64339 1.20248
H -1.55036 1.39250 2.74922
H -2.01519 -0.08837 4.24571
H -2.05156 -1.86955 4.50988
H 0.13756 -1.67796 5.33313
H 0.49822 -1.86978 3.57825
H 1.05590 0.53890 5.34728
H 0.35154 1.01099 3.75090
H -2.14442 -5.78734 1.62932
H -1.31847 -5.70886 -0.52677
H -1.78800 -4.01403 -1.97551
H -3.41346 -3.27505 -1.84911
H -0.12110 -0.69706 -4.91503
H -0.59329 0.07191 -3.37012
H 0.98817 -0.84858 -3.49923
Cs -1.83531 2.80621 3.56451
O 0.73392 -6.59868 -1.33680
H 1.25757 -7.38988 -1.15203
H 1.37544 -5.97661 -1.68847
F -1.75086 0.41340 -6.13873
P -2.97226 1.07442 -5.28419
F -3.64730 1.41300 -6.72170
F -3.37007 0.71345 -3.74435
F -1.63369 1.77302 -4.67175
F -3.71109 -0.37174 -5.39415
F -3.69425 2.50864 -5.03543
Na 0.98764 -4.57160 -0.96566
N 4.22445 -1.27009 -0.00162
O 4.97556 -1.11264 1.00262
O 4.02683 -2.41709 -0.44960
O 3.67548 -0.29161 -0.52115
C 2.43067 6.01917 0.25218
Cl 1.49248 4.91550 1.28076
Cl 1.54219 7.51050 -0.05520
H 3.36404 6.26240 0.75931
H 2.63764 5.52822 -0.69466
Mg 3.41998 -2.56505 2.89892
O 6.54943 9.15767 1.41137
P 5.22753 8.52523 0.97886
O 5.41917 7.84657 -0.37723
O 4.16621 9.62079 0.87873
O 4.77272 7.48041 2.00051

[5]
Molecular formula: C15H22F3IN2O4PS
Method: DFT, wB97M-V/def2-TZVPD

## Properties
E_HOMO in Ha: -0.4471
Total charge: +1
LUMO level in eV: -5.33
E in eV: -63448.7205
Frontier orbital gap in eV: 6.8343

CARTESIAN COORDINATES (ANGSTROEM)
C 0.34749 -1.02802 2.60557
C 1.36479 -1.82148 1.71051
C 0.56574 -2.89793 0.96431
O 0.97225 -4.02318 0.86820
O -0.65034 -2.45471 0.47911
C -1.00235 -2.98945 -0.79341
C -1.28103 -1.85247 -1.84222
C -0.70470 -0.52887 -1.40536
C 0.60831 -0.25142 -1.81646
P 1.71718 -1.37957 -2.78560
N 2.98887 -1.73435 -1.92201
C 1.12654 0.96197 -1.43014
F 2.36015 1.22027 -1.77491
N 0.46370 1.87560 -0.73792
C 1.24228 3.10993 -0.45078
C 2.36975 2.87362 0.62180
C 1.94761 1.94278 1.79372
I 2.16659 2.94166 3.69491
C -0.80364 1.61294 -0.33298
S -1.55762 2.98988 0.58011
O -0.74421 3.36767 1.67414
O -1.67652 4.01436 -0.39163
F -2.96979 2.65704 1.10531
C -1.41977 0.41125 -0.62163
C -2.83704 0.24040 -0.05791
C -3.54025 -1.10749 -0.05074
F -3.64360 1.12036 -0.77049
H 0.84019 -0.44545 3.38710
H -0.30711 -0.41573 1.96808
H -0.32597 -1.77053 3.05478
H 2.07555 -2.28015 2.40002
H 1.86788 -1.15316 0.99998
H -0.28240 -3.70211 -1.20748
H -1.93811 -3.54942 -0.66456
H -2.33344 -1.80726 -2.12171
H -0.78470 -2.18617 -2.75821
H 2.14012 -0.70394 -3.95953
H 1.08475 -2.59402 -3.12514
H 2.92950 -1.28622 -1.01197
H 1.77872 3.42182 -1.35344
H 0.66753 3.97402 -0.13281
H 2.62130 3.85821 1.02374
H 3.24568 2.41793 0.14935
H 2.53590 1.02000 1.80587
H 0.89942 1.63934 1.75598
H -2.78068 0.54456 0.99672
H -3.91742 -1.31649 -1.05847
H -4.44538 -0.99572 0.56147
H -2.98172 -1.94034 0.37672